A structure of composition C22H32N4Pd, computed with ωB97M-V/def2-TZVPD.

HOMO energy: -14.6 eV
Energy relative to the best compared isomer or geometry (same formula, charge and spin): 5.42 kcal per mole
Molar mass: 458.95 g mol⁻¹
Largest force on an atom: 0.015 Eh/bohr
Multiplicity: 1
Orbital gap: 7.26 eV
Net charge: +2

```
59
Properties=species:S:1:pos:R:3:forces:R:3
Pd -0.466160 0.343701 -0.799409 0.0072 -0.7418 -0.2785
C -0.854000 2.853702 2.003427 0.0655 0.0335 0.0064
C -2.173551 2.147669 1.880268 -0.1749 -0.0723 -0.1000
C -3.348627 2.812273 2.215086 -0.0688 -0.1153 -0.0467
C -4.576395 2.176283 2.130777 0.0489 -0.0309 -0.0100
C -4.661426 0.855499 1.708993 0.1129 0.0724 0.0017
C -3.520392 0.149506 1.353001 -0.0127 0.2838 0.1395
C -3.604592 -1.288434 0.946832 0.1011 -0.2269 -0.0580
C -2.296299 0.822497 1.448029 0.0351 -0.2710 0.0394
N -1.087115 0.134650 1.068600 -0.0362 -0.0715 0.2915
C -0.259448 -0.352617 1.930391 -0.1260 0.1051 -0.3030
C -0.543286 -0.526671 3.375915 -0.1543 0.1211 -0.0298
C 1.083068 -0.677831 1.356938 -0.1184 0.1057 -0.2372
C 2.148161 -1.328936 2.164551 -0.0402 -0.0047 -0.1084
N 1.217510 -0.285568 0.137581 0.3883 0.3593 0.3733
C 2.421715 -0.470041 -0.618583 -0.1526 -0.0308 0.1786
C 2.733668 -1.731527 -1.128597 0.1304 0.0595 -0.0905
C 1.904722 -2.957028 -0.870907 -0.0743 -0.0353 0.0072
C 3.882509 -1.830518 -1.910441 0.0232 0.1797 -0.0026
C 4.670776 -0.718639 -2.167647 -0.1106 -0.0645 0.0559
C 4.323840 0.522925 -1.651706 -0.0831 -0.0017 0.0395
C 3.185128 0.675292 -0.868176 0.1931 -0.0491 -0.1082
C 2.815541 2.002860 -0.271337 -0.1829 0.0882 -0.0541
H -0.968445 3.909215 1.764935 0.0011 0.0172 0.0101
H -0.089179 2.445374 1.343196 0.0405 -0.0022 -0.0267
H -0.478202 2.799161 3.026490 0.0351 -0.0103 0.0427
H -3.294518 3.838977 2.547791 0.0017 0.0649 0.0217
H -5.475113 2.710056 2.403743 -0.0389 0.0207 0.0058
H -5.622361 0.362426 1.666673 -0.0472 -0.0192 0.0009
H -4.598800 -1.681175 1.145270 -0.0003 -0.0172 -0.0097
H -2.886477 -1.910488 1.490586 -0.0690 0.0331 -0.0654
H -3.412707 -1.416768 -0.122508 -0.0561 -0.0037 0.1350
H -1.602300 -0.383692 3.581340 0.0441 -0.0025 0.0351
H 0.027790 0.198308 3.959820 0.0285 0.0330 0.0345
H -0.232851 -1.518778 3.702677 0.0072 -0.0486 -0.0054
H 2.072253 -1.039103 3.209238 0.0165 0.0330 0.0425
H 3.134836 -1.077887 1.781884 0.0164 -0.0148 -0.0178
H 2.030572 -2.414243 2.117674 -0.0092 -0.0516 0.0182
H 0.908812 -2.726925 -0.491854 -0.0245 -0.0056 -0.0025
H 2.395052 -3.611801 -0.149364 0.0030 -0.0121 0.0431
H 1.792329 -3.535570 -1.786600 -0.0028 -0.0310 -0.0156
H 4.156739 -2.793774 -2.316389 0.0307 -0.0621 -0.0388
H 5.559779 -0.817896 -2.772739 0.0461 -0.0128 -0.0302
H 4.946504 1.384382 -1.851025 0.0236 0.0299 -0.0065
H 3.427628 2.796992 -0.692238 0.0092 0.0077 0.0080
H 2.967878 2.006224 0.810064 -0.0192 0.0046 0.0170
H 1.758217 2.259149 -0.443349 0.2007 -0.0540 0.0316
N 0.377998 0.720909 -2.663561 0.2223 0.0808 0.0547
C -0.482610 0.234970 -3.769671 -0.0247 0.0206 -0.1426
C -1.113966 -1.066111 -3.347015 -0.0975 -0.0879 -0.1395
N -1.924954 -0.800005 -2.132313 -0.0893 0.4202 0.0487
H 0.569925 1.712593 -2.803539 0.0252 -0.0512 0.1265
H 1.292033 0.260329 -2.670595 -0.1033 0.0057 -0.1022
H 0.084873 0.139549 -4.697802 -0.0243 -0.0435 0.0840
H -1.263345 0.981459 -3.932496 0.0534 -0.0070 -0.0276
H -0.353682 -1.807811 -3.094672 0.0175 0.0345 0.0116
H -1.714824 -1.473504 -4.163336 -0.0236 0.0001 0.0876
H -2.190451 -1.671443 -1.685645 0.0427 0.0200 0.0045
H -2.793782 -0.342145 -2.398258 -0.0065 0.0187 0.0604
```
Positions in Å, forces in eV/Å.

Taken from the Löwdin analysis, the atomic charges in e are:
1. Pd 1.0302
2. C -0.0190
3. C -0.2034
4. C -0.0148
5. C -0.0277
6. C -0.0148
7. C -0.2144
8. C -0.0195
9. C -0.2029
10. N -0.0095
11. C -0.2129
12. C 0.0339
13. C -0.2111
14. C 0.0392
15. N 0.0184
16. C -0.2418
17. C -0.2140
18. C -0.0261
19. C -0.0153
20. C -0.0304
21. C -0.0149
22. C -0.2286
23. C -0.0252
24. H 0.0961
25. H 0.0488
26. H 0.0975
27. H 0.1275
28. H 0.1221
29. H 0.1247
30. H 0.0956
31. H 0.0877
32. H 0.0529
33. H 0.1047
34. H 0.1173
35. H 0.1100
36. H 0.0980
37. H 0.1087
38. H 0.1151
39. H 0.0669
40. H 0.0972
41. H 0.0925
42. H 0.1284
43. H 0.1220
44. H 0.1259
45. H 0.0928
46. H 0.0954
47. H 0.0553
48. N -0.0507
49. C -0.1985
50. C -0.2191
51. N -0.0225
52. H 0.1222
53. H 0.0979
54. H 0.1384
55. H 0.1309
56. H 0.1180
57. H 0.1349
58. H 0.0813
59. H 0.1090

A cluster of 2 separate species, C22H32O3 in total, computed with ωB97M-V/def2-TZVPD.

HOMO energy: -5.8 eV
Energy relative to the best compared isomer or geometry (same formula, charge and spin): 45.21 kcal per mole
Molar mass: 344.50 g mol⁻¹
Largest force on an atom: 0.066 Eh/bohr
Multiplicity: 1
Orbital gap: 2.71 eV
Net charge: 0

```
57
Properties=species:S:1:pos:R:3:forces:R:3
C -2.409970 -2.488058 -2.724992 -0.2486 -0.2575 -0.1505
C -1.005751 -2.591570 -2.184467 -0.1423 0.2467 0.8879
O -1.012241 -2.092352 -0.835038 -0.5635 -0.2987 -1.8843
C 0.242275 -1.949245 -0.316914 0.1541 0.3760 3.3615
C 0.137916 -1.800797 1.115524 0.8371 -1.0262 -1.3184
C 1.304602 -1.757666 1.965374 -0.9620 0.2277 0.3747
O 1.140020 -1.620293 3.197167 0.3962 -0.1556 -0.1204
C 2.737885 -1.848671 1.463694 -0.2196 -0.2833 0.0183
C 3.312415 -0.468568 1.164439 0.3571 0.0849 -0.0268
C 3.273211 0.517858 2.356714 0.4716 -0.1859 -0.1827
C 2.307322 1.695565 2.210243 -0.1210 0.3902 0.4284
C 1.136871 1.711398 3.220927 -0.0970 0.0139 0.0763
C -0.203140 2.173403 2.622723 0.1682 -0.1016 0.0775
C -0.928228 1.079555 1.842197 0.0710 0.1265 -0.1122
C -1.678876 0.091712 2.726681 -0.1194 -0.0542 -0.0885
C -2.228515 -1.082556 1.903159 -0.1201 -0.0457 0.5341
C -1.190827 -2.185196 1.754352 0.5952 0.1142 -0.0299
O 1.234630 -1.925477 -1.043027 0.3509 0.3530 -1.0384
H -2.386385 -2.616613 -3.811938 -0.1038 -0.0803 0.0159
H -3.042393 -3.279868 -2.304876 0.0325 0.2946 -0.0797
H -2.871855 -1.516124 -2.507088 0.1815 -0.1717 0.0653
H -0.650130 -3.629241 -2.139995 -0.0053 0.1953 -0.3507
H -0.303402 -1.993654 -2.762976 0.0888 -0.3692 -0.0179
H 3.320318 -2.312264 2.272648 -0.1941 0.0850 -0.1352
H 2.782868 -2.479842 0.572091 0.0952 0.1474 0.1053
H 4.367351 -0.588038 0.879777 -0.2252 -0.0790 -0.1561
H 2.789197 -0.068495 0.286038 0.0633 0.0918 0.1253
H 3.050683 -0.046461 3.270699 -0.0068 0.1572 -0.1649
H 4.289500 0.924245 2.473304 -0.2239 -0.1252 0.0489
H 2.881977 2.616910 2.385827 -0.1800 -0.0531 -0.2536
H 1.934211 1.760430 1.177579 -0.0490 -0.1182 0.1299
H 1.017594 0.713853 3.671093 -0.0183 0.2345 -0.2347
H 1.403019 2.391139 4.044849 -0.0429 -0.1815 -0.1394
H -0.838358 2.525628 3.447497 -0.0474 0.0526 -0.2409
H -0.033016 3.014261 1.939344 0.0814 0.1781 0.2112
H -1.635925 1.527923 1.128820 -0.0618 0.0327 0.1234
H -0.212411 0.516141 1.224712 -0.0747 0.1387 0.1894
H -0.996820 -0.304439 3.494649 -0.1500 0.0446 -0.2207
H -2.495227 0.604704 3.262072 0.1757 0.0143 -0.1897
H -3.077980 -1.514516 2.443425 -0.1250 0.0348 -0.1097
H -2.600354 -0.757723 0.919820 0.1046 0.0725 0.1638
H -1.616993 -3.009697 1.177757 -0.0812 -0.0188 0.1364
H -0.936682 -2.552002 2.754312 -0.1527 0.0125 -0.0664
C 0.131263 0.664513 -2.730756 0.3959 0.1629 -0.6179
C 0.345071 1.999782 -2.397621 -0.0757 -0.0620 0.2533
C -0.237085 3.133188 -2.962011 0.0029 0.4279 0.0807
C -1.362416 3.215380 -3.786915 -0.0168 0.2528 0.0480
C -2.018077 2.175620 -4.441177 -0.2400 0.0756 -0.0214
C -1.555208 0.871237 -4.593187 -0.0126 -0.1368 0.0559
C -0.538888 0.230326 -3.886151 0.0599 -0.3700 -0.1798
H 0.704009 -0.073476 -2.157261 -0.1077 -0.1842 -0.0950
H 1.094609 2.167028 -1.616578 -0.2867 0.0024 -0.2222
H 0.197998 4.090340 -2.644626 -0.3150 -0.3960 -0.0542
H -1.772436 4.225033 -3.950536 0.2412 -0.5568 0.1205
H -2.949555 2.424493 -4.966637 0.5269 -0.0168 0.1019
H -2.078176 0.258768 -5.337852 0.2391 0.2380 0.2869
H -0.269497 -0.767527 -4.266887 -0.2997 0.4490 0.4815
```
Positions in Å, forces in eV/Å.

Taken from the Löwdin analysis, the atomic charges in e are:
1. C -0.0748
2. C -0.2431
3. O -0.0585
4. C -0.4987
5. C -0.1251
6. C -0.3859
7. O -0.0356
8. C -0.1320
9. C -0.1934
10. C -0.1970
11. C -0.2015
12. C -0.1991
13. C -0.2181
14. C -0.2308
15. C -0.2047
16. C -0.2048
17. C -0.1725
18. O -0.0116
19. H 0.0688
20. H 0.0818
21. H 0.0761
22. H 0.1375
23. H 0.0628
24. H 0.1207
25. H 0.1003
26. H 0.1015
27. H 0.0915
28. H 0.1042
29. H 0.0991
30. H 0.0990
31. H 0.0866
32. H 0.0933
33. H 0.1052
34. H 0.1052
35. H 0.0951
36. H 0.1024
37. H 0.0926
38. H 0.1085
39. H 0.1079
40. H 0.1000
41. H 0.1007
42. H 0.1049
43. H 0.1116
44. C 0.0466
45. C 0.0207
46. C -0.0037
47. C -0.0137
48. C -0.0162
49. C -0.0055
50. C 0.0046
51. H 0.1128
52. H 0.1333
53. H 0.1303
54. H 0.1303
55. H 0.1290
56. H 0.1315
57. H 0.1297